[1]
This record from the OMol25 dataset describes a single C4H8O2 molecule. The level of theory is wB97M-V/def2-TZVPD.

Last column: Mulliken charge in e.
Geometry (Å):
H  -0.905  1.483  0.306  0.29
H  0.599  -0.905  -1.930  0.30
H  1.541  1.862  0.738  0.31
O  -0.572  -0.561  0.357  -0.26
H  -0.674  0.760  1.938  0.28
H  -2.396  -1.303  -0.423  0.20
C  1.155  0.841  0.704  -0.39
H  -1.738  0.118  -1.259  0.23
H  1.679  0.221  1.444  0.28
C  0.679  -0.822  -0.853  -0.06
C  -1.484  -0.880  -0.866  -0.81
H  1.024  -1.730  -0.360  0.26
O  1.354  0.345  -0.602  -0.35
C  -0.368  0.725  0.887  -0.29

Values from the calculation:
Highest occupied orbital energy   -7.007 eV
Frontier orbital gap   7.82 eV
E   -307.4678 hartree

***

[2]
This record from the OMol25 dataset describes a molecular structure, C4H8O2. The level of theory is wB97M-V/def2-TZVPD.

Last column: Mulliken charge in e.
Geometry (Å):
O  2.050  0.930  -0.249  -0.35
C  -0.427  1.010  -0.082  -0.66
H  1.042  0.423  1.848  0.13
H  0.118  0.903  1.176  -0.13
H  0.603  -1.703  0.671  0.35
C  0.336  -0.979  -0.100  -0.96
H  -0.733  2.015  -0.344  0.45
O  -1.777  -0.747  -1.300  -0.54
C  0.865  0.429  0.042  0.01
H  -1.677  -0.613  0.761  0.31
H  2.731  0.333  0.101  0.41
H  -2.632  -0.300  -1.287  0.30
H  0.585  -1.337  -1.104  0.27
C  -1.085  -0.364  -0.133  0.42

Values from the calculation:
Highest occupied orbital energy   -7.407 eV
Frontier orbital gap   8.18 eV
E   -307.4728 hartree

***

[3]
This record from the OMol25 dataset describes a single C4H8O2 molecule. The level of theory is wB97M-V/def2-TZVPD.

Last column: Mulliken charge in e.
Geometry (Å):
H  1.251  -1.295  -0.969  0.35
H  3.239  -1.054  1.007  0.30
C  0.909  -0.344  0.901  -0.58
H  -2.637  0.179  -0.918  0.30
H  -2.069  1.846  -0.617  0.28
H  1.334  -0.109  1.876  0.20
H  -1.256  -0.508  0.929  0.28
O  2.914  -1.429  0.175  -0.48
H  -0.621  1.128  1.156  0.32
C  1.631  -1.018  0.009  0.14
C  -0.461  0.187  0.599  -0.34
H  -1.821  1.097  -2.218  0.24
O  -0.574  0.415  -0.787  -0.29
C  -1.839  0.905  -1.142  -0.70

Values from the calculation:
Highest occupied orbital energy   -8.734 eV
Frontier orbital gap   9.72 eV
SMILES string   COC/C=C/O
E   -307.6375 hartree

***

[4]
This record from the OMol25 dataset describes a single C4H8O2 molecule. The level of theory is wB97M-V/def2-TZVPD.

Last column: Mulliken charge in e.
Geometry (Å):
C  0.348  0.730  0.955  -0.16
O  -0.488  -1.575  0.921  -0.59
H  0.562  0.859  -2.211  0.36
C  -0.450  0.641  -0.328  0.18
H  -0.581  -0.492  -2.173  0.33
C  0.160  0.059  -1.581  -1.44
H  -1.743  -0.002  1.388  0.34
O  1.595  0.111  0.984  -0.55
H  1.451  -0.748  1.413  0.36
H  0.281  1.629  1.565  0.33
H  -1.135  1.470  -0.501  0.37
H  0.999  -0.603  -1.344  0.36
H  -0.179  -1.864  0.055  0.36
C  -0.819  -0.213  0.856  -0.26

Values from the calculation:
Highest occupied orbital energy   -9.615 eV
Frontier orbital gap   10.42 eV
SMILES string   C[C@H]1[C@@H](O)[C@H]1O
E   -307.6411 hartree

***

[5]
This record from the OMol25 dataset describes 3 unconnected molecules or ions with the total composition C4H8O2. The level of theory is wB97M-V/def2-TZVPD.

Last column: Mulliken charge in e.
Geometry (Å):
O  0.040  1.910  -0.601  -0.36
H  1.837  2.056  0.295  0.36
H  -2.323  0.651  0.433  0.26
O  1.180  -1.605  0.604  -0.37
C  0.776  1.740  0.336  -0.31
H  -1.114  -1.894  -0.834  0.25
H  -1.965  0.373  -1.354  0.22
H  2.630  -0.215  0.430  0.31
C  -1.503  -1.235  -0.062  -0.51
C  -1.958  -0.020  -0.342  -0.47
H  -1.471  -1.621  0.953  0.23
H  1.610  -0.589  -1.100  0.30
C  1.811  -0.802  -0.033  -0.23
H  0.451  1.250  1.274  0.32

Values from the calculation:
Highest occupied orbital energy   -9.573 eV
Frontier orbital gap   9.66 eV
SMILES string   C=C.C=O.C=O
E   -307.5811 hartree

***

[6]
This record from the OMol25 dataset describes a single C4H8O2 molecule. The level of theory is wB97M-V/def2-TZVPD.

Last column: Mulliken charge in e.
Geometry (Å):
C  -1.407  -0.164  0.645  -0.44
C  -0.534  -0.614  -0.547  -0.54
H  1.786  -0.862  0.765  0.33
C  0.605  0.370  -0.570  0.70
H  2.419  0.790  0.469  0.33
H  2.563  -0.472  -0.778  0.31
H  -0.197  -1.649  -0.409  0.32
H  -1.423  1.667  0.029  0.36
O  0.413  1.523  -0.923  -0.61
H  -2.160  -0.934  0.817  0.31
C  1.924  -0.072  0.018  -1.13
H  -1.134  -0.541  -1.460  0.27
O  -2.073  1.042  0.389  -0.52
H  -0.783  -0.085  1.554  0.28

Values from the calculation:
Highest occupied orbital energy   -9.900 eV
Frontier orbital gap   10.79 eV
SMILES string   CC(=O)CCO
E   -307.6803 hartree

***

[7]
This record from the OMol25 dataset describes a single C4H8O2 molecule. The level of theory is wB97M-V/def2-TZVPD.

Last column: Mulliken charge in e.
Geometry (Å):
H  -0.201  -1.625  -0.463  0.32
H  -2.371  -0.952  0.545  0.29
H  -1.030  -0.413  1.564  0.27
O  0.428  1.566  -0.715  -0.62
H  2.213  -1.106  -0.129  0.33
C  2.001  -0.041  -0.001  -1.05
H  -1.042  -0.425  -1.497  0.30
H  2.080  0.198  1.068  0.26
C  0.628  0.387  -0.473  0.76
H  2.747  0.564  -0.525  0.33
O  -2.043  1.062  0.482  -0.52
H  -1.341  1.609  0.085  0.39
C  -1.534  -0.242  0.595  -0.43
C  -0.536  -0.583  -0.536  -0.63

Values from the calculation:
Highest occupied orbital energy   -9.997 eV
Frontier orbital gap   10.84 eV
SMILES string   CC(=O)CCO
E   -307.6797 hartree

***

[8]
This record from the OMol25 dataset describes 2 unconnected molecules or ions with the total composition C4H8O2. The level of theory is wB97M-V/def2-TZVPD.

Last column: Mulliken charge in e.
Geometry (Å):
C  -0.374  0.361  2.009  -0.04
H  0.684  0.536  2.303  0.32
H  0.243  -2.756  0.844  0.08
H  1.067  0.595  -2.507  0.36
O  -1.244  0.214  2.826  -0.40
C  -0.659  0.314  0.493  0.54
H  -0.569  1.189  -2.149  0.30
H  -0.450  -2.494  0.916  -0.06
H  -0.244  -0.542  -2.125  0.30
H  0.982  1.496  -0.157  0.35
O  -1.784  0.111  0.103  -0.52
C  0.180  0.437  -1.886  -1.20
C  0.533  0.523  -0.409  -0.32
H  1.294  -0.223  -0.134  0.29

Values from the calculation:
Highest occupied orbital energy   -9.790 eV
Frontier orbital gap   9.33 eV
SMILES string   CCC(=O)C=O.[H][H]
E   -307.6272 hartree

***

[9]
This record from the OMol25 dataset describes a single C4H8O2 molecule. The level of theory is wB97M-V/def2-TZVPD.

Last column: Mulliken charge in e.
Geometry (Å):
C  -1.147  0.313  -0.185  -0.63
H  -0.045  0.964  1.671  0.36
H  -0.950  0.662  -1.200  0.25
C  1.427  0.594  0.112  -0.68
H  1.900  1.480  0.543  0.36
H  -0.669  -1.773  -0.788  0.20
C  -1.094  -1.201  0.050  -0.33
H  -2.039  0.800  0.210  0.25
H  1.255  -0.003  -1.737  0.32
H  -2.012  -1.696  0.386  0.28
O  1.384  0.838  -1.283  -0.55
C  0.058  0.342  0.771  0.38
O  -0.132  -1.050  1.102  -0.46
H  2.064  -0.271  0.347  0.26

Values from the calculation:
Highest occupied orbital energy   -9.575 eV
Frontier orbital gap   10.44 eV
SMILES string   OC[C@H]1CCO1
E   -307.6328 hartree

***

[10]
This record from the OMol25 dataset describes a single C4H8O2 molecule. The level of theory is wB97M-V/def2-TZVPD.

Last column: Mulliken charge in e.
Geometry (Å):
C  1.733  -1.006  -0.393  -1.08
C  -0.436  0.072  0.497  0.26
H  2.515  -0.765  0.338  0.28
C  -1.397  1.237  0.325  -1.28
H  2.214  -1.153  -1.363  0.34
H  -0.904  2.184  0.558  0.34
O  0.939  1.111  -1.185  -0.56
C  0.770  0.158  -0.453  0.64
H  -1.750  1.308  -0.710  0.33
H  -1.563  -1.217  -0.444  0.35
H  -2.253  1.112  0.993  0.36
O  -1.064  -1.198  0.382  -0.54
H  1.226  -1.916  -0.063  0.31
H  -0.030  0.072  1.519  0.25

Values from the calculation:
Highest occupied orbital energy   -9.535 eV
Frontier orbital gap   10.29 eV
SMILES string   CC(=O)[C@@H](C)O
E   -307.6819 hartree

***

[11]
This record from the OMol25 dataset describes a single C4H8O2 molecule. The level of theory is wB97M-V/def2-TZVPD.

Last column: Mulliken charge in e.
Geometry (Å):
H  -2.364  0.614  -1.421  0.35
H  -0.833  0.533  -2.246  0.27
C  -0.853  -0.022  -0.092  0.70
H  2.488  -0.442  0.941  0.34
H  1.940  0.642  -0.369  0.33
H  -1.174  1.920  -1.197  0.33
H  0.536  0.873  1.623  0.28
O  0.118  -1.081  1.831  -0.59
H  1.580  -1.119  -0.427  0.29
C  0.387  -0.013  0.977  0.16
O  -1.561  -1.003  0.062  -0.58
C  -1.295  0.841  -1.296  -1.10
H  -0.654  -1.501  1.395  0.43
C  1.686  -0.244  0.220  -1.22

Values from the calculation:
Highest occupied orbital energy   -10.106 eV
Frontier orbital gap   11.00 eV
SMILES string   CC(=O)[C@H](C)O
E   -307.6644 hartree

***

[12]
This record from the OMol25 dataset describes a molecular structure, C4H8O2. The level of theory is wB97M-V/def2-TZVPD.

Last column: Mulliken charge in e.
Geometry (Å):
H  -1.762  -0.665  -0.231  0.33
H  0.864  -1.122  1.601  0.34
O  1.526  -1.186  0.898  -0.52
H  -0.909  -0.167  -1.958  0.34
C  0.144  0.539  -0.079  0.17
O  -0.644  0.575  1.103  -0.29
C  -1.920  0.342  0.565  -0.56
C  -0.696  -0.449  -0.920  -0.67
H  2.025  0.840  0.914  0.29
C  1.549  0.076  0.275  -0.71
H  -2.158  1.186  -0.121  0.20
H  2.146  -0.019  -0.640  0.37
H  -0.330  -1.482  -0.847  0.35
H  0.167  1.533  -0.559  0.36

Values from the calculation:
Highest occupied orbital energy   -8.468 eV
Frontier orbital gap   9.05 eV
E   -307.5064 hartree

***

For the records above, the corresponding energy relative to the best compared isomer or geometry (same formula, charge and spin) values read 642.3 629.2 196.8 187.4 344.8 84.4 85.9 223.7 209.0 80.2 126.0 541.0 kJ/mol.